[1]
# C38H42N3O5

The ion C38H42N3O5 with charge +1 at a distorted geometry (ωB97M-V with the def2-TZVPD basis set, the Open Molecules 2025 dataset).

Bonds (Å) are listed after each position.
Atoms and positions in Å:
1 C -3.739 -4.532 0.239  O2 1.443, H32 1.088, H33 1.099, H34 1.096
2 O -2.665 -5.373 -0.231  C1 1.443, C3 1.341
3 C -1.404 -4.921 -0.169  O2 1.341, C4 1.392, C29 1.417
4 C -1.005 -3.680 0.321  C3 1.392, C5 1.391, H35 1.090
5 C 0.266 -3.543 0.868  C4 1.391, C6 1.516, C25 1.392
6 C 0.593 -2.313 1.692  C5 1.516, C7 1.527, H36 1.093, H37 1.106
7 C 0.550 -2.527 3.203  C6 1.527, C8 1.528, N15 1.443, H38 1.098
8 C -0.834 -2.950 3.695  C7 1.528, O9 1.231, N10 1.373
9 O -1.519 -3.928 3.398  C8 1.231
10 N -1.211 -2.005 4.617  C8 1.373, C11 1.466, C12 1.480
11 C -2.496 -2.080 5.319  N10 1.466, H39 1.099, H40 1.110, H41 1.108
12 C -0.274 -0.875 4.804  N10 1.480, C13 1.543, C14 1.539, N15 1.458
13 C -0.951 0.426 4.324  C12 1.543, H42 1.098, H43 1.097, H44 1.089
14 C 0.189 -0.803 6.270  C12 1.539, H45 1.096, H46 1.092, H47 1.093
15 N 0.817 -1.318 3.945  C7 1.443, C12 1.458, C16 1.348
16 C 1.924 -0.613 3.636  N15 1.348, C17 1.352, H48 1.096
17 C 2.092 0.681 3.987  C16 1.352, C18 1.480, H49 1.081
18 C 3.251 1.435 3.458  C17 1.480, C19 1.597, H50 1.154, C68 1.565
19 C 3.818 2.535 4.466  C18 1.597, C20 1.403, C24 1.402
20 C 5.197 2.779 4.553  C19 1.403, C21 1.398, H51 1.093
21 C 5.703 3.766 5.404  C20 1.398, C22 1.394, H52 1.082
22 C 4.880 4.378 6.348  C21 1.394, C23 1.390, H53 1.094
23 C 3.546 3.991 6.414  C22 1.390, C24 1.404, H54 1.082
24 C 3.011 3.114 5.457  C19 1.402, C23 1.404, H55 1.092
25 C 1.245 -4.508 0.652  C5 1.392, C26 1.399, H56 1.086
26 C 0.915 -5.701 0.000  C25 1.399, O27 1.356, C29 1.418
27 O 1.720 -6.786 -0.119  C26 1.356, C28 1.431
28 C 3.098 -6.655 0.244  O27 1.431, H57 1.090, H58 1.102, H59 1.105
29 C -0.407 -5.877 -0.483  C3 1.417, C26 1.418, O30 1.365
30 O -0.767 -7.063 -1.056  C29 1.365, C31 1.451
31 C -1.132 -8.138 -0.153  O30 1.451, H60 1.083, H61 1.091, H62 1.091
32 H -4.646 -5.116 0.098  C1 1.088
33 H -3.621 -4.286 1.304  C1 1.099
34 H -3.777 -3.614 -0.358  C1 1.096
35 H -1.718 -2.859 0.393  C4 1.090
36 H 1.594 -1.964 1.424  C6 1.093
37 H -0.105 -1.495 1.437  C6 1.106
38 H 1.267 -3.304 3.500  C7 1.098
39 H -2.992 -2.996 4.968  C11 1.099
40 H -2.336 -2.122 6.417  C11 1.110
41 H -3.106 -1.187 5.081  C11 1.108
42 H -1.289 0.310 3.286  C13 1.098
43 H -1.799 0.667 4.977  C13 1.097
44 H -0.265 1.271 4.350  C13 1.089
45 H 0.369 -1.828 6.613  C14 1.096
46 H 1.100 -0.210 6.374  C14 1.092
47 H -0.610 -0.368 6.876  C14 1.093
48 H 2.692 -1.110 3.033  C16 1.096
49 H 1.557 1.121 4.819  C17 1.081
50 H 4.173 0.780 3.228  C18 1.154
51 H 5.887 2.214 3.921  C20 1.093
52 H 6.743 4.054 5.323  C21 1.082
53 H 5.293 5.088 7.071  C22 1.094
54 H 2.898 4.394 7.181  C23 1.082
55 H 1.943 2.897 5.502  C24 1.092
56 H 2.254 -4.338 1.014  C25 1.086
57 H 3.552 -7.608 -0.026  C28 1.090
58 H 3.579 -5.842 -0.323  C28 1.102
59 H 3.218 -6.474 1.327  C28 1.105
60 H -1.383 -8.957 -0.817  C31 1.083
61 H -0.277 -8.384 0.478  C31 1.091
62 H -1.990 -7.829 0.446  C31 1.091
63 C -0.498 -0.436 -1.567  C64 1.387, C77 1.400, H78 1.101
64 C 0.659 -1.200 -1.566  C63 1.387, C65 1.387, H79 1.090
65 C 1.781 -0.780 -0.866  C64 1.387, C66 1.414, H80 1.087
66 C 1.752 0.342 -0.006  C65 1.414, C67 1.488, C76 1.408
67 C 2.851 0.457 0.990  C66 1.488, C68 1.534, O75 1.249
68 C 3.048 1.659 1.922  C18 1.565, C67 1.534, N69 1.536, H81 1.086
69 N 4.246 2.439 1.362  C68 1.536, C70 1.358, C74 1.357
70 C 5.401 1.761 1.138  N69 1.358, C71 1.381, H82 1.087
71 C 6.618 2.413 1.142  C70 1.381, C72 1.387, H83 1.083
72 C 6.661 3.784 1.352  C71 1.387, C73 1.395, H84 1.087
73 C 5.454 4.475 1.455  C72 1.395, C74 1.379, H85 1.081
74 C 4.254 3.795 1.424  N69 1.357, C73 1.379, H86 1.093
75 O 3.715 -0.440 0.886  C67 1.249
76 C 0.635 1.193 -0.115  C66 1.408, C77 1.401, H87 1.096
77 C -0.472 0.776 -0.866  C63 1.400, C76 1.401, H88 1.084
78 H -1.353 -0.733 -2.193  C63 1.101
79 H 0.711 -2.127 -2.136  C64 1.090
80 H 2.680 -1.390 -0.875  C65 1.087
81 H 2.151 2.239 2.116  C68 1.086
82 H 5.341 0.676 1.110  C70 1.087
83 H 7.504 1.805 1.007  C71 1.083
84 H 7.605 4.323 1.339  C72 1.087
85 H 5.417 5.549 1.574  C73 1.081
86 H 3.274 4.243 1.608  C74 1.093
87 H 0.627 2.144 0.428  C76 1.096
88 H -1.343 1.417 -0.945  C77 1.084

* spin multiplicity: 1
* energy: -2013.35539 a.u.
* net charge: +1

Löwdin atomic charge list, values in e, 5 entries: -0.035 -0.055 -0.202 0.003 -0.226

***

[2]
# C9H7BrCl2N2O

A cluster of 2 separate species, C9H7BrCl2N2O in total at a distorted geometry (ωB97M-V with the def2-TZVPD basis set, the Open Molecules 2025 dataset).

Bonds (Å) are listed after each position.
Atoms and positions in Å:
1 C -2.789 0.518 0.093  C2 1.393, C3 1.373, H16 1.081
2 C -2.289 -0.780 0.023  C1 1.393, C4 1.436, H17 1.086
3 C -1.926 1.571 0.275  C1 1.373, C5 1.423, H18 1.088
4 C -0.863 -0.942 0.034  C2 1.436, C6 1.347, H19 1.135
5 C -0.512 1.414 0.234  C3 1.423, C6 1.364, H20 1.117
6 C -0.061 0.128 0.195  C4 1.347, C5 1.364, C7 1.504
7 C 1.427 0.004 0.011  C6 1.504, N10 1.324, O12 1.206
8 C 3.991 -2.217 -0.359  N11 1.198, H22 0.982
9 C 4.907 0.529 -0.229  Cl13 1.762, Cl14 1.766, Br15 2.009, H21 1.129
10 N 1.803 -1.230 -0.287  C7 1.324, N11 1.209
11 N 2.934 -1.656 -0.303  C8 1.198, N10 1.209
12 O 2.199 0.844 0.404  C7 1.206
13 Cl 5.108 -0.119 -1.855  C9 1.762
14 Cl 5.568 2.163 -0.328  C9 1.766
15 Br 5.869 -0.444 1.242  C9 2.009
16 H -3.845 0.739 0.151  C1 1.081
17 H -3.021 -1.582 0.056  C2 1.086
18 H -2.353 2.536 0.539  C3 1.088
19 H -0.235 -1.888 -0.002  C4 1.135
20 H 0.175 2.293 0.295  C5 1.117
21 H 3.867 0.318 0.156  C9 1.129
22 H 4.676 -2.878 -0.600  C8 0.982

* spin multiplicity: 1
* energy relative to the best compared isomer or geometry (same formula, charge and spin): 0.0 kJ/mol
* net charge: 0

Löwdin atomic charge list, values in e, 5 entries: -0.105 -0.046 -0.076 -0.029 -0.007

***

[3]
# C5H13PS

A cluster of 2 separate species, C5H13PS in total at a distorted geometry (ωB97M-V with the def2-TZVPD basis set, the Open Molecules 2025 dataset).

Bonds (Å) are listed after each position.
Atoms and positions in Å:
1 C -1.297 -1.064 1.150  C5 1.434, H8 1.102, H9 1.197, H10 1.102
2 C -1.331 -1.338 -1.355  C5 1.505, H11 1.128, H12 1.155, H13 1.147
3 C 1.744 0.585 1.686  P6 1.797, H14 1.098, H15 1.121, H16 1.121
4 C 1.608 1.538 -0.947  P6 1.864, H17 1.032, H18 1.105, H19 1.078
5 C -1.206 -0.454 -0.145  C1 1.434, C2 1.505, H20 1.093
6 P 1.244 0.011 0.058  C3 1.797, C4 1.864, S7 1.938
7 S 2.227 -1.495 -0.665  P6 1.938
8 H -2.272 -0.939 1.650  C1 1.102
9 H -1.166 -2.253 1.098  C1 1.197
10 H -0.495 -0.721 1.823  C1 1.102
11 H -1.965 -2.271 -1.399  C2 1.128
12 H -0.225 -1.569 -1.593  C2 1.155
13 H -1.720 -0.788 -2.283  C2 1.147
14 H 0.970 1.319 1.945  C3 1.098
15 H 1.721 -0.293 2.382  C3 1.121
16 H 2.779 1.002 1.797  C3 1.121
17 H 0.639 1.870 -1.066  C4 1.032
18 H 2.144 2.156 -0.206  C4 1.105
19 H 2.277 1.299 -1.758  C4 1.078
20 H -1.280 0.634 -0.222  C5 1.093

* spin multiplicity: 1
* energy relative to the best compared isomer or geometry (same formula, charge and spin): 289.0 kJ/mol
* net charge: 0

Löwdin atomic charge list, values in e, 5 entries: -0.194 -0.149 -0.319 -0.247 -0.327

***

Molecular weight / g/mol: 620.77 309.98 136.20